Record 1
The following is a quantum chemistry calculation of a cluster of 2 separate species, C10H20B3NO7 in total, from the OMol25 dataset.

```
41
Properties=species:S:1:pos:R:3
C 4.599 2.434 1.208
C 3.643 3.283 0.557
B 2.269 2.525 0.116
O 2.333 1.192 -0.491
B 1.614 1.221 -1.755
O 0.965 2.497 -2.047
B 0.208 2.749 -0.819
C -1.396 2.475 -0.824
C -2.185 3.284 0.287
O -1.869 4.499 0.423
N -3.236 2.786 1.163
C -3.434 1.315 1.074
C -4.565 3.414 0.794
O 0.979 3.179 0.309
H 4.734 1.407 0.717
H 5.117 2.753 2.163
H 3.832 4.387 0.340
H 1.525 0.281 -2.471
H -1.535 1.347 -0.807
H -1.804 2.828 -1.841
H -4.084 1.018 0.173
H -3.987 0.943 2.004
H -2.444 0.730 1.056
H -4.657 3.320 -0.341
H -4.554 4.493 1.143
H -5.357 2.786 1.325
C 1.831 -2.086 -0.407
C 1.974 -3.075 0.734
O 0.811 -3.905 0.855
C 0.690 -4.871 -0.065
O 1.463 -5.098 -0.964
O -0.456 -5.529 0.168
C -0.759 -6.521 -0.812
H 0.915 -1.500 -0.293
H 2.685 -1.408 -0.439
H 1.763 -2.595 -1.370
H 2.066 -2.528 1.675
H 2.873 -3.688 0.628
H 0.067 -7.225 -0.932
H -0.998 -6.043 -1.764
H -1.636 -7.072 -0.470
```

## Properties
- 2S+1 = 1
- structure (SMILES) = C=CB1OBOB(CC(=O)N(C)C)O1.CCOC(=O)OC
- LUMO level (eV) = 0.1
- orbital gap (eV) = 9.26
- HOMO level (eV) = -9.2

These are the natural (NBO) partial charges, in e, on atoms 1 to 4: C -0.332; C -0.557; B 1.165; O -0.922

Record 2
The following is a quantum chemistry calculation of a cluster of 6 separate species, C10H20BBr6N2O8 in total, from the OMol25 dataset.

```
47
Properties=species:S:1:pos:R:3
N -0.892 5.509 3.067
H -1.493 5.391 3.870
H -0.719 6.484 2.872
H -1.340 5.188 2.220
H -0.035 4.998 3.223
N -1.715 -3.407 3.135
H -0.791 -3.758 2.928
H -1.794 -2.598 3.735
H -2.334 -4.132 3.468
H -2.120 -3.085 2.268
O -1.646 3.646 1.160
C -0.938 2.722 0.873
O -1.105 1.530 0.306
B 0.154 0.752 0.335
O 1.188 1.765 0.646
C 0.594 2.892 1.081
O 1.124 3.870 1.613
O 0.432 -0.022 -0.919
C 0.388 -1.382 -0.652
O 0.258 -2.344 -1.436
C 0.303 -1.463 0.879
O 0.071 -0.278 1.397
O 0.349 -2.486 1.495
Br -3.122 1.529 -5.912
C -1.694 2.264 -4.710
C -1.210 1.309 -3.610
Br -0.503 -0.399 -4.437
H -2.029 3.242 -4.365
H -0.906 2.456 -5.437
H -1.904 1.047 -2.812
H -0.440 1.750 -2.976
Br 4.554 -2.009 3.227
C 3.572 -0.211 3.115
C 2.791 -0.075 4.465
Br 1.357 1.213 4.438
H 2.914 -0.412 2.268
H 4.240 0.595 2.814
H 3.475 0.252 5.248
H 2.373 -1.031 4.779
Br -1.928 -3.819 -5.658
C -0.920 -3.923 -3.895
C 0.560 -3.729 -4.168
Br 1.448 -5.333 -4.947
H -1.028 -4.959 -3.574
H -1.390 -3.133 -3.310
H 1.131 -3.526 -3.262
H 0.722 -2.890 -4.844
```

## Properties
- 2S+1 = 2
- LUMO level (spin up / spin down) (eV) = -5.3 / -10.7
- charge = +2
- orbital gap (spin up / spin down) (eV) = 8.58 / 3.20
- HOMO level (spin up / spin down) (eV) = -13.9 / -13.9

These are the natural (NBO) partial charges, in e, on atoms 1 to 4: N -0.857; H 0.441; H 0.446; H 0.476

Record 3
The following is a quantum chemistry calculation of a cluster of 5 separate species, C10H20Br10 in total, from the OMol25 dataset.

```
40
Properties=species:S:1:pos:R:3
Br 4.224 -1.106 -3.018
C 2.815 -2.467 -2.968
C 3.275 -3.724 -3.690
Br 2.023 -5.179 -3.216
H 1.969 -1.915 -3.369
H 2.615 -2.544 -1.903
H 4.244 -4.108 -3.395
H 3.260 -3.591 -4.767
Br -4.393 7.521 -1.533
C -3.204 6.220 -2.383
C -2.332 5.655 -1.281
Br -1.335 4.134 -1.907
H -2.512 6.663 -3.094
H -3.842 5.471 -2.837
H -2.840 5.218 -0.425
H -1.624 6.376 -0.882
Br 0.071 1.268 3.422
C 0.435 0.514 5.192
C 1.890 0.136 5.371
Br 2.320 -1.489 4.328
H -0.220 -0.331 5.394
H 0.189 1.237 5.972
H 2.126 -0.040 6.417
H 2.495 0.972 5.026
Br -1.399 -2.043 2.554
C -1.109 -3.296 1.056
C -2.391 -3.932 0.575
Br -2.037 -4.952 -1.067
H -0.350 -4.045 1.284
H -0.641 -2.741 0.243
H -3.064 -3.123 0.308
H -2.749 -4.599 1.353
Br 2.444 0.822 -0.289
C 0.500 1.150 -0.554
C -0.048 -0.142 -1.169
Br -1.974 -0.168 -1.340
H 0.329 2.035 -1.160
H 0.125 1.343 0.446
H 0.272 -0.976 -0.552
H 0.443 -0.223 -2.137
```

## Properties
- 2S+1 = 1
- structure (SMILES) = BrCCBr.BrCCBr.BrCCBr.BrCCBr.BrCCBr
- LUMO level (eV) = 0.4
- ΔE to the lowest compared entry with this formula, charge and spin (eV) = 0.805
- orbital gap (eV) = 10.38
- HOMO level (eV) = -10.0

These are the natural (NBO) partial charges, in e, on atoms 1 to 4: Br -0.024; C -0.443; C -0.429; Br -0.025

Record 4
The following is a quantum chemistry calculation of a cluster of 5 separate species, C10H20Cl10 in total, from the OMol25 dataset.

```
40
Properties=species:S:1:pos:R:3
Cl 4.414 -3.585 2.187
C 3.892 -1.962 1.700
C 3.209 -1.197 2.856
Cl 1.526 -1.792 3.089
H 3.092 -2.037 0.964
H 4.786 -1.473 1.313
H 3.039 -0.130 2.711
H 3.822 -1.405 3.733
Cl -2.044 -0.086 0.229
C -0.352 -0.443 0.610
C 0.256 -0.254 -0.758
Cl 1.980 0.206 -0.512
H -0.210 -1.475 0.930
H -0.063 0.280 1.373
H -0.232 0.480 -1.399
H 0.184 -1.173 -1.340
Cl -3.951 2.590 -3.428
C -4.357 1.164 -2.365
C -4.739 0.008 -3.275
Cl -6.403 0.198 -3.935
H -5.109 1.443 -1.627
H -3.437 0.788 -1.918
H -4.754 -0.924 -2.708
H -3.966 -0.165 -4.024
Cl 0.843 1.648 3.844
C 1.309 1.116 5.510
C 2.064 2.286 6.150
Cl 3.700 2.412 5.350
H 1.841 0.178 5.352
H 0.420 0.991 6.128
H 2.264 2.092 7.204
H 1.475 3.186 5.975
Cl -1.095 -1.885 -3.646
C -0.590 -1.141 -5.152
C -0.651 0.388 -5.071
Cl 0.586 0.870 -3.828
H -1.268 -1.453 -5.946
H 0.398 -1.492 -5.450
H -1.599 0.878 -4.850
H -0.283 0.868 -5.977
```

## Properties
- 2S+1 = 1
- structure (SMILES) = ClCCCl.ClCCCl.ClCCCl.ClCCCl.ClCCCl
- LUMO level (eV) = 0.5
- ΔE to the lowest compared entry with this formula, charge and spin (eV) = 0.711
- orbital gap (eV) = 11.06
- HOMO level (eV) = -10.5

These are the natural (NBO) partial charges, in e, on atoms 1 to 4: Cl -0.056; C -0.400; C -0.383; Cl -0.088

Record 5
The following is a quantum chemistry calculation of a structure of composition C10H20Cl10F10MgN5O20S10, from the OMol25 dataset.

```
86
Properties=species:S:1:pos:R:3
Mg 0.384 -0.347 -2.109
N -0.043 -0.243 -0.326
S -1.344 -0.327 0.495
O -1.666 0.615 1.572
O -2.100 -1.551 0.324
F -1.951 0.621 -0.699
S 0.879 -0.561 1.099
O 0.487 -1.749 1.875
O 1.317 0.656 1.811
F 2.126 -1.076 0.243
N -3.244 -2.889 -2.779
S -4.489 -2.084 -2.379
O -5.690 -2.234 -3.190
O -4.366 -0.891 -1.513
F -4.754 -3.176 -1.268
S -2.613 -1.475 -3.574
O -1.353 -1.051 -2.924
O -3.422 -0.505 -4.243
F -1.979 -2.417 -4.777
N 4.341 1.455 -3.114
S 5.803 1.368 -2.663
O 6.524 0.163 -2.912
O 6.149 2.171 -1.515
F 6.343 2.311 -3.882
S 3.758 0.278 -2.039
O 2.332 0.294 -1.908
O 4.461 -0.156 -0.886
F 3.981 -0.929 -3.134
N -0.502 -4.514 -2.959
S 0.560 -4.875 -4.118
O 1.277 -6.178 -4.010
O 1.240 -3.694 -4.665
F -0.677 -5.072 -5.111
S 0.704 -3.709 -1.947
O 0.886 -2.222 -2.003
O 1.841 -4.463 -1.518
F -0.181 -3.791 -0.641
N 2.016 3.190 -2.784
S 2.242 4.342 -1.841
O 2.225 4.050 -0.387
O 1.664 5.619 -2.316
F 3.789 4.500 -2.259
S 0.277 3.109 -2.350
O -0.341 3.941 -1.275
O -0.088 1.663 -2.474
F -0.181 3.805 -3.679
Cl -2.065 -2.365 4.993
C -0.699 -1.231 5.056
C 0.616 -2.042 5.293
Cl 0.964 -2.909 6.945
H -0.889 -0.439 5.781
H -0.603 -0.671 4.126
H 1.455 -1.393 5.045
H 0.752 -2.829 4.550
Cl -0.508 2.188 4.083
C 0.326 3.318 2.970
C -0.592 3.678 1.777
Cl -1.999 4.527 2.392
H 1.144 2.750 2.526
H 0.649 4.162 3.579
H -1.006 2.809 1.265
H -0.125 4.428 1.138
Cl -5.220 -4.512 1.447
C -3.469 -4.353 1.790
C -2.586 -5.413 1.289
Cl -2.665 -5.511 -0.524
H -3.329 -4.403 2.870
H -3.144 -3.380 1.422
H -2.862 -6.357 1.759
H -1.539 -5.247 1.542
Cl -3.370 3.383 -2.889
C -3.711 3.768 -1.147
C -5.018 2.925 -0.825
Cl -6.544 3.421 -1.763
H -3.802 4.854 -1.112
H -2.942 3.412 -0.462
H -5.225 2.979 0.244
H -4.715 1.894 -1.009
Cl 3.971 4.115 3.247
C 4.428 2.480 2.662
C 4.734 1.507 3.860
Cl 3.260 1.292 4.789
H 5.370 2.702 2.160
H 3.696 2.115 1.942
H 5.552 1.797 4.520
H 5.092 0.577 3.418
```

## Properties
- 2S+1 = 1
- LUMO level (eV) = 4.8
- charge = -3
- orbital gap (eV) = 8.63
- HOMO level (eV) = -3.8

These are the Löwdin partial charges, in e, on atoms 1 to 4: Mg 0.602; N -0.289; S 0.514; O -0.279

Record 6
The following is a quantum chemistry calculation of a structure of composition C10H20CuO14S3, from the OMol25 dataset.

```
48
Properties=species:S:1:pos:R:3
Cu -0.523 -0.184 0.888
S 0.635 -1.450 2.985
O 1.553 -2.593 2.915
O -0.726 -1.645 2.431
O 0.611 -1.078 4.404
O 1.175 -0.284 2.241
S -2.158 2.033 0.392
O -2.357 0.879 1.321
O -0.857 1.598 -0.215
O -3.237 2.026 -0.573
O -1.945 3.256 1.141
C 1.726 -1.983 -2.389
C 1.468 -0.613 -3.030
C 1.358 0.314 -1.783
O 1.005 -0.507 -0.687
C 1.474 -1.833 -0.894
H 2.769 -2.257 -2.573
H 1.150 -2.737 -2.931
H 0.478 -0.666 -3.482
H 2.266 -0.377 -3.728
H 0.557 1.030 -1.952
H 2.302 0.822 -1.558
H 0.796 -2.578 -0.479
H 2.405 -1.993 -0.342
C -2.316 -3.551 -1.265
C -2.993 -2.414 -2.043
C -2.492 -1.110 -1.370
O -1.827 -1.570 -0.191
C -2.087 -2.918 0.112
H -1.327 -3.751 -1.689
H -2.897 -4.470 -1.335
H -4.080 -2.479 -1.949
H -2.787 -2.425 -3.115
H -3.339 -0.471 -1.140
H -1.707 -0.664 -1.977
H -2.959 -3.038 0.763
H -1.214 -3.321 0.621
C 1.573 3.804 0.917
C 0.843 3.292 2.137
O 1.793 3.383 3.247
S 2.929 4.515 2.940
O 4.264 4.021 3.095
O 2.584 5.714 3.660
O 2.600 4.676 1.389
H 0.967 4.399 0.239
H 2.053 2.986 0.375
H 0.477 2.280 2.036
H 0.018 3.933 2.441
```

## Properties
- 2S+1 = 2
- LUMO level (spin up / spin down) (eV) = 4.4 / 4.4
- ΔE to the lowest compared entry with this formula, charge and spin (eV) = 0.000
- charge = -2
- orbital gap (spin up / spin down) (eV) = 6.40 / 6.38
- HOMO level (spin up / spin down) (eV) = -2.0 / -2.0

These are the natural (NBO) partial charges, in e, on atoms 1 to 4: Cu 1.502; S 2.571; O -1.065; O -1.074

Molar mass, respectively: 298.7 786.5 939.3 494.8 1419.8 524.0 g mol⁻¹.
Electronic energy, respectively: -1049.17365 -16572.96301 -26133.15986 -4994.93808 -11954.16979 -4281.50135 Ha.